1.
{
  "formula": "C5H7N5S",
  "method": "ωB97M-V/def2-TZVPD",
  "lumo_ha": -0.070,
  "fmax_ev_per_a": 4.83,
  "relative_energy_kcal_mol": 31.9,
  "smiles": "[H]/N=C\\[C@@H](S)C(C)=C1N=NN=N1",
  "e_homo_ev": -9.76,
  "species": ["C", "C", "C", "C", "C", "N", "N", "N", "N", "N", "S", "H", "H", "H", "H", "H", "H", "H"],
  "positions_angstrom": [[-0.5056, 0.8150, 0.6894], [0.5145, -0.8039, -0.8713], [0.5457, -0.0345, 0.3799], [-0.8892, -1.0659, -1.4264], [1.6233, -0.0790, 1.3240], [-1.7164, 1.9765, 1.9727], [-0.6683, 1.2693, 1.9864], [-2.3218, 1.9883, 0.6994], [-1.5964, 1.2818, -0.0494], [-1.3109, -2.2097, -1.7362], [1.4059, 0.3022, -2.0210], [1.1206, -1.6830, -0.8990], [-1.5672, -0.2183, -1.1704], [1.2261, 0.4551, 2.2876], [2.3682, 0.7831, 1.0711], [2.1291, -0.9846, 1.5370], [-0.6956, -3.0733, -1.5646], [0.3382, 1.2811, -2.2094]],
  "forces_ev_per_angstrom": [[-0.410, -0.060, 0.503], [-0.565, 0.897, -1.038], [-1.915, 0.290, -0.536], [0.403, -0.762, 1.888], [1.040, 3.913, 2.625], [-0.536, 0.171, 1.296], [-0.539, 1.021, -0.693], [1.337, -0.424, 0.433], [0.517, -0.260, -0.723], [-0.078, -1.423, 0.230], [-1.249, 1.803, -0.874], [0.394, -0.700, 0.394], [0.223, -0.717, -1.579], [0.693, -1.532, -1.379], [-0.871, -1.733, -0.118], [0.408, -0.883, -0.169], [-0.459, 2.011, -0.677], [1.608, -1.611, 0.416]]
}

2.
{
  "formula": "C7H21B3N5O5P",
  "method": "ωB97M-V/def2-TZVPD",
  "lumo_ha": -0.041,
  "fmax_ev_per_a": 11.47,
  "smiles": "CN(C)P(=O)(N(C)C)N(C)C.NB1OBOB(N=C=O)O1",
  "e_homo_ev": -8.13,
  "species": ["N", "B", "O", "B", "O", "B", "N", "C", "O", "O", "H", "H", "H", "O", "P", "N", "C", "C", "N", "C", "C", "N", "C", "C", "H", "H", "H", "H", "H", "H", "H", "H", "H", "H", "H", "H", "H", "H", "H", "H", "H", "H"],
  "positions_angstrom": [[1.2431, 3.4508, 1.9212], [0.5871, 4.6605, 1.2532], [0.7514, 6.0690, 1.6635], [-0.6640, 6.5751, 1.7491], [-1.8524, 5.6931, 1.7176], [-1.6981, 4.5828, 0.7574], [-2.9116, 3.7147, 0.4573], [-3.6601, 3.6172, 1.6371], [-4.4771, 3.8927, 2.6866], [-0.3539, 4.4193, 0.1037], [0.8744, 2.6264, 1.3576], [0.7741, 3.4013, 2.8750], [-0.8762, 7.7409, 1.8716], [0.7958, -0.2045, 0.5959], [0.1780, -1.0806, -0.5214], [-0.4252, -2.2445, 0.5671], [0.4028, -3.0216, 1.4742], [-1.6021, -1.7682, 1.3048], [1.6839, -1.4946, -1.2044], [2.3895, -2.7513, -1.0506], [2.6702, -0.4090, -1.2896], [-0.5321, -2.0877, -1.8059], [-1.0583, -3.4393, -1.7303], [-0.3407, -1.6370, -3.1790], [-0.1910, -3.8254, 1.9270], [0.8343, -2.4131, 2.2766], [1.2053, -3.5456, 0.9640], [-2.3447, -1.3636, 0.6088], [-1.3377, -0.9800, 2.0166], [-2.0944, -2.5814, 1.8494], [2.9121, -2.8032, -0.0866], [3.1404, -2.8715, -1.8366], [1.7301, -3.6142, -1.1479], [3.2006, -0.2764, -0.3438], [2.1791, 0.5367, -1.5481], [3.4061, -0.5981, -2.0774], [-0.2914, -4.1720, -1.4681], [-1.4891, -3.7639, -2.6856], [-1.8813, -3.5132, -1.0126], [0.4770, -2.1823, -3.6627], [-0.1026, -0.5685, -3.2109], [-1.2510, -1.7697, -3.7738]],
  "forces_ev_per_angstrom": [[-3.135, 1.322, -1.001], [0.434, -0.099, -0.320], [-4.565, -2.078, -0.452], [0.985, -1.618, 0.002], [3.199, -0.786, -2.127], [1.520, 1.031, 0.005], [-3.067, -0.462, 7.645], [-2.133, 4.513, 1.163], [6.768, -3.121, -8.725], [-2.178, 0.480, 3.826], [0.765, 0.991, 1.132], [1.225, -0.073, -1.285], [0.208, -0.246, 0.097], [-2.315, 2.580, -1.871], [3.762, -5.595, 2.427], [-1.583, -1.181, 1.007], [0.403, 0.056, 0.017], [-0.052, 0.091, -0.434], [1.606, 1.257, -1.104], [-0.510, -0.362, -0.419], [-0.336, 0.248, 0.197], [-0.428, 2.000, -0.713], [-1.264, 0.004, 0.494], [-0.143, 0.398, -0.087], [-0.184, 0.292, -0.032], [0.051, -0.020, 0.080], [0.072, 0.217, -0.095], [0.038, 0.079, -0.010], [-0.020, 0.037, 0.088], [0.223, -0.035, -0.119], [-0.014, -0.010, 0.006], [-0.001, 0.183, -0.035], [-0.077, 0.076, 0.146], [0.094, 0.130, 0.090], [0.125, -0.189, 0.207], [-0.142, -0.275, 0.009], [0.085, 0.142, 0.193], [0.195, 0.391, -0.080], [0.283, -0.124, -0.041], [-0.026, -0.022, 0.042], [0.080, -0.212, 0.016], [0.049, -0.012, 0.059]]
}

Number 1: electronic energy -866.536285 a.u.. Number 2: electronic energy -1345.286983 a.u..